Entry from OMol25: 2 unconnected molecules or ions with the total composition C10H20BClN3 (wB97M-V/def2-TZVPD).

E_HOMO (eV): -10.623
LUMO (eV): -5.11
Kohn-Sham gap (eV): 5.5

```
! wB97M-V def2-TZVPD RIJCOSX def2/J DEFGRID3
* xyz 1 1
C 3.246 2.677 3.543
N 2.012 2.093 4.064
C 1.305 2.725 5.175
C 1.517 0.928 3.493
Cl 0.055 0.194 4.051
H 3.522 3.582 4.081
H 4.053 1.952 3.633
H 3.114 2.917 2.489
H 1.817 3.626 5.513
H 0.296 2.991 4.862
H 1.232 2.027 6.008
H 2.052 0.468 2.688
C -2.543 -3.599 -2.998
N -2.586 -2.142 -2.879
C -3.797 -1.447 -3.316
C -1.468 -1.412 -2.348
C -0.456 -0.946 -3.187
C 0.601 -0.250 -2.661
N 0.671 -0.010 -1.332
B 1.849 0.763 -0.797
H 1.781 0.908 0.367
C -0.295 -0.450 -0.495
C -1.368 -1.149 -0.982
H -1.583 -3.967 -2.635
H -3.337 -4.048 -2.403
H -2.660 -3.896 -4.039
H -3.676 -0.374 -3.167
H -3.977 -1.635 -4.374
H -4.654 -1.787 -2.738
H -0.525 -1.144 -4.242
H 1.391 0.118 -3.292
H 2.856 0.201 -1.028
H 1.905 1.831 -1.284
H -0.202 -0.239 0.557
H -2.145 -1.506 -0.329
*
```